No. 1
ORCA calculation (ωB97M-V/def2-TZVPD) on a cluster of 3 separate species, C25H51N4O7 in total in a non-equilibrium geometry.

Geometry as ORCA input:
```
! RIJCOSX wB97M-V def2-TZVPD def2/J DEFGRID3
* xyz 0 2
C 6.082 -0.518 0.927
C 4.569 -0.237 1.061
C 3.684 -1.191 0.234
C 3.098 -0.570 -1.034
N 1.960 -1.357 -1.546
C 0.642 -0.711 -1.404
C -0.381 -1.739 -1.941
C -0.353 -3.095 -1.245
C -1.301 -4.106 -1.895
C -2.789 -3.689 -1.803
C -3.653 -4.625 -0.938
C -3.936 -4.031 0.435
C -4.776 -2.731 0.385
C -3.989 -1.496 0.837
O -4.344 -1.041 2.159
C -3.879 -1.900 3.125
C -2.475 -1.638 3.617
O -4.586 -2.787 3.592
C 0.556 0.545 -2.323
C -0.293 1.680 -1.754
C -0.180 2.905 -2.686
C -1.774 1.350 -1.625
N 0.335 2.052 -0.459
O 1.482 2.609 -0.603
C 0.255 1.037 0.611
C -1.035 1.251 1.432
C 1.413 1.232 1.594
C 0.284 -0.434 0.076
H 6.290 -1.164 0.076
H 6.455 -1.024 1.811
H 6.629 0.404 0.753
H 4.300 -0.373 2.106
H 4.376 0.804 0.818
H 2.904 -1.641 0.843
H 4.309 -2.026 -0.081
H 3.875 -0.611 -1.797
H 2.861 0.488 -0.905
H 2.089 -1.478 -2.542
H -0.229 -1.893 -3.011
H -1.385 -1.339 -1.820
H 0.650 -3.512 -1.245
H -0.651 -3.008 -0.198
H -1.187 -5.043 -1.349
H -0.993 -4.325 -2.915
H -2.810 -2.713 -1.324
H -3.200 -3.606 -2.804
H -4.591 -4.825 -1.455
H -3.170 -5.590 -0.798
H -4.475 -4.769 1.029
H -2.997 -3.854 0.959
H -5.649 -2.851 1.013
H -5.076 -2.543 -0.642
H -4.146 -0.646 0.179
H -2.914 -1.696 0.821
H -2.507 -0.770 4.268
H -2.149 -2.521 4.150
H -1.809 -1.449 2.778
H 0.083 0.224 -3.252
H 1.532 0.939 -2.583
H -0.919 2.826 -3.476
H 0.804 2.958 -3.133
H -0.326 3.814 -2.109
H -2.153 1.133 -2.618
H -2.295 2.238 -1.268
H -1.999 0.541 -0.940
H -0.887 0.859 2.435
H -1.259 2.312 1.516
H -1.898 0.739 1.015
H 1.332 0.444 2.339
H 2.381 1.143 1.123
H 1.295 2.182 2.109
H 0.992 -0.977 0.694
H -0.685 -0.881 0.279
C 0.906 6.924 -2.843
N -0.011 6.460 -3.919
O -0.918 7.190 -4.247
O 0.217 5.368 -4.386
H 0.583 7.905 -2.517
H 0.852 6.198 -2.037
H 1.907 6.954 -3.261
C 2.593 3.251 4.920
N 3.541 2.142 4.626
O 4.711 2.419 4.500
O 3.069 1.032 4.531
H 3.154 4.175 4.975
H 1.865 3.275 4.115
H 2.111 3.022 5.865
*
```

Calculated total energy   -1728.589399 Eh
Highest occupied orbital energy (alpha / beta)   -8.33 / -8.85 eV
F_max   2.40 eV Å⁻¹
<S²>   0.75

No. 2
ORCA calculation (ωB97M-V/def2-TZVPD) on a structure of composition C40H37Cl2F3N2O4S4SbSe2Ta in a non-equilibrium geometry.

Geometry as ORCA input:
```
! RIJCOSX wB97M-V def2-TZVPD def2/J DEFGRID3
* xyz 0 1
Ta 0.746 0.694 -1.634
O 0.659 4.640 -3.857
C 2.023 4.872 -3.764
C 2.350 6.211 -4.151
C 3.610 6.699 -4.079
C 4.580 5.902 -3.560
C 4.259 4.642 -3.063
C 2.997 4.091 -3.173
C 2.725 2.742 -2.624
O 1.444 2.353 -2.572
N 3.658 1.932 -2.266
N 3.080 0.839 -1.547
C 4.033 0.022 -1.196
S 3.848 -1.232 -0.119
C 5.635 -1.304 0.353
C 6.484 -1.053 -0.885
S 5.628 0.334 -1.787
H 0.533 3.748 -3.529
H 1.477 6.770 -4.504
H 3.795 7.707 -4.326
H 5.648 6.196 -3.452
H 5.023 4.044 -2.592
H 5.771 -2.317 0.715
H 5.845 -0.599 1.175
H 6.571 -1.975 -1.524
H 7.421 -0.636 -0.666
O -0.314 -3.965 -4.847
C 1.006 -3.999 -4.377
C 1.375 -2.934 -3.318
C 2.727 -3.394 -2.669
O 3.874 -2.670 -3.040
C 0.350 -2.991 -2.178
Se 0.686 -1.793 -0.734
C 1.562 -1.583 -3.950
Se 0.080 -0.341 -3.869
H -0.511 -3.236 -5.400
H 1.738 -3.964 -5.206
H 1.106 -5.006 -3.953
H 2.799 -4.480 -2.842
H 2.757 -3.265 -1.614
H 4.248 -2.926 -3.884
H 0.427 -3.988 -1.721
H -0.639 -2.784 -2.597
H 1.708 -1.787 -5.037
H 2.371 -1.050 -3.482
S -1.445 1.572 -1.224
C -0.393 2.787 -0.472
C -0.552 4.140 -0.923
C 0.367 5.061 -0.591
C 1.524 4.778 0.148
C 1.684 3.478 0.603
C 0.763 2.490 0.286
S 1.093 0.828 0.738
H -1.469 4.307 -1.526
H 0.384 6.061 -0.891
H 2.259 5.474 0.324
H 2.666 3.181 1.038
F -3.241 4.422 4.457
C -3.323 3.162 4.021
C -2.127 2.693 3.373
C -2.161 1.413 2.799
C -3.265 0.579 2.953
C -4.383 1.075 3.613
C -4.458 2.393 4.124
Sb -3.399 -1.268 1.858
C -5.541 -1.512 1.793
C -5.988 -0.879 0.651
C -7.365 -0.679 0.360
C -8.284 -1.358 1.137
F -9.588 -1.412 0.777
C -7.863 -2.043 2.292
C -6.521 -2.038 2.649
C -2.938 -2.483 3.451
C -2.812 -2.118 4.748
C -2.419 -2.970 5.772
C -2.064 -4.270 5.423
F -1.604 -5.088 6.324
C -2.172 -4.685 4.106
C -2.644 -3.839 3.134
H -1.247 3.333 3.310
H -1.207 1.027 2.335
H -5.266 0.473 3.712
H -5.362 2.692 4.582
H -5.371 -0.335 -0.075
H -7.665 -0.103 -0.566
H -8.669 -2.502 2.915
H -6.236 -2.428 3.622
H -2.925 -1.039 4.975
H -2.261 -2.724 6.825
H -1.933 -5.710 3.832
H -2.687 -4.151 2.132
Cl 2.616 -5.712 4.126
C 2.195 -4.062 3.773
Cl 1.514 -3.879 2.110
H 3.127 -3.562 3.923
H 1.462 -3.739 4.493
*
```

Calculated total energy   -9869.791925 Eh
Highest occupied orbital energy   -7.96 eV
Energy above the lowest of the compared OMol25 structures with the same formula, charge and spin   1.4323 eV
F_max   3.84 eV Å⁻¹

No. 3
ORCA calculation (ωB97M-V/def2-TZVPD) on a cluster of 5 separate species, C19H48BFIO5 in total in a non-equilibrium geometry.

Geometry as ORCA input:
```
! RIJCOSX wB97M-V def2-TZVPD def2/J DEFGRID3
* xyz -1 1
C -1.225 3.038 0.415
C -0.392 2.134 -0.719
C 0.619 1.048 -0.031
I 1.558 1.791 1.852
B -0.009 -0.434 0.268
C -1.567 -0.663 -0.188
O -2.567 0.117 0.556
C -3.627 0.558 -0.405
C 1.025 -1.531 -0.468
C 2.398 -1.804 0.387
F 0.396 -2.848 -0.720
H -1.414 2.422 1.419
H -2.319 3.326 0.033
H -0.676 4.059 0.594
H 0.307 2.934 -1.265
H -1.090 1.709 -1.563
H 1.540 0.925 -0.780
H 0.065 -0.607 1.451
H -1.821 -1.810 0.024
H -1.611 -0.543 -1.355
H -3.185 0.964 -1.419
H -4.281 1.454 0.034
H -4.324 -0.354 -0.673
H 1.350 -1.111 -1.537
H 3.187 -0.947 0.261
H 2.847 -2.830 -0.025
H 2.134 -2.020 1.520
C -1.384 6.739 -1.465
C -1.090 5.816 -2.637
C -1.678 6.359 -3.930
O -1.639 4.528 -2.373
H -2.463 6.839 -1.306
H -0.965 6.329 -0.539
H -0.960 7.735 -1.630
H -0.007 5.695 -2.748
H -2.768 6.446 -3.858
H -1.470 5.679 -4.763
H -1.264 7.343 -4.169
H -2.600 4.626 -2.273
C 6.808 0.211 0.598
C 6.362 -1.195 0.968
C 7.163 -1.740 2.140
O 6.528 -2.054 -0.157
H 7.861 0.222 0.297
H 6.231 0.585 -0.254
H 6.678 0.900 1.439
H 5.296 -1.188 1.222
H 8.229 -1.798 1.893
H 6.840 -2.756 2.387
H 7.044 -1.109 3.027
H 7.471 -2.066 -0.389
C -7.514 -1.867 -3.089
C -7.402 -1.274 -1.694
C -8.752 -0.797 -1.184
O -6.491 -0.178 -1.718
H -7.878 -1.121 -3.804
H -6.533 -2.196 -3.448
H -8.196 -2.724 -3.101
H -6.993 -2.024 -1.007
H -9.160 -0.012 -1.831
H -8.654 -0.361 -0.184
H -9.471 -1.621 -1.138
H -6.846 0.493 -2.325
C 3.453 -5.112 2.514
C 3.947 -4.407 3.767
C 3.628 -5.212 5.017
O 3.332 -3.125 3.862
H 2.366 -5.242 2.540
H 3.679 -4.515 1.623
H 3.920 -6.095 2.404
H 5.029 -4.247 3.698
H 2.547 -5.345 5.132
H 3.978 -4.687 5.912
H 4.101 -6.198 4.982
H 2.371 -3.257 3.923
*
```

Calculated total energy   -1551.222503 Eh
Highest occupied orbital energy   -4.57 eV
Energy above the lowest of the compared OMol25 structures with the same formula, charge and spin   2.9250 eV
F_max   3.39 eV Å⁻¹